Molecular formula: C2F6InO6S2
Method: DFT, ωB97M-V/def2-TZVPD

energy relative to the best compared isomer or geometry (same formula, charge and spin)	0.0000	eV
E_HOMO	-0.605	Eh
DFT total energy	-2112.99871	Eh
2S+1	1
molecular weight	412.96	g/mol
charge	+1

```
17
C2F6InO6S2 | OMol25 | ωB97M-V/def2-TZVPD
In -0.25015 0.23369 1.08108
C 1.35499 3.16024 -1.32663
F 2.69550 3.31660 -1.50706
F 0.84858 4.36247 -1.29239
F 0.91735 2.42478 -2.30403
S 1.01847 2.31697 0.33347
O 1.47417 0.89697 0.24384
O 1.56623 3.17952 1.38679
O -0.44525 2.20810 0.49564
C -0.73261 -3.65433 0.40332
F -1.05988 -4.45279 -0.69192
F -1.41408 -4.15955 1.46778
F 0.60315 -3.52156 0.59207
S -1.52303 -1.89072 0.27596
O -1.55274 -1.16717 1.61181
O -0.60604 -1.08996 -0.56209
O -2.89464 -2.16327 -0.20764
```

Atomic partial charges in e from the Löwdin method, atoms 1 to 2: 1.212, -0.642